{
  "formula": "C23H34N4O3",
  "method": "the ωB97M-V functional and the def2-TZVPD basis",
  "lumo_energy_ev": -0.2,
  "spin_multiplicity": 1,
  "gap_ha": 0.288,
  "elements": ["C", "C", "C", "C", "C", "N", "C", "O", "N", "C", "C", "C", "C", "O", "N", "C", "C", "N", "C", "C", "C", "C", "C", "C", "C", "C", "C", "C", "C", "O", "H", "H", "H", "H", "H", "H", "H", "H", "H", "H", "H", "H", "H", "H", "H", "H", "H", "H", "H", "H", "H", "H", "H", "H", "H", "H", "H", "H", "H", "H", "H", "H", "H", "H"],
  "xyz": [[-6.87, -3.36, 0.95], [-7.30, -1.99, 0.44], [-6.79, -0.87, 1.35], [-7.33, 0.51, 0.98], [-6.84, 1.03, -0.37], [-5.39, 1.13, -0.43], [-4.82, 2.18, 0.26], [-5.47, 3.01, 0.85], [-3.45, 2.24, 0.23], [-2.64, 1.35, -0.42], [-1.25, 1.47, -0.40], [-0.46, 0.55, -1.07], [1.02, 0.75, -1.01], [1.51, 1.85, -0.87], [1.76, -0.38, -1.14], [3.20, -0.34, -1.00], [3.62, -0.55, 0.47], [4.99, -0.28, 0.82], [5.48, 1.09, 0.87], [4.42, 2.08, 1.35], [6.11, 1.57, -0.45], [7.21, 0.61, -0.88], [6.66, -0.81, -0.98], [5.97, -1.24, 0.33], [7.00, -1.55, 1.42], [-1.06, -0.49, -1.79], [-2.43, -0.60, -1.82], [-3.23, 0.31, -1.14], [-4.69, 0.18, -1.17], [-5.27, -0.68, -1.80], [-7.23, -4.14, 0.29], [-7.26, -3.54, 1.95], [-5.78, -3.42, 1.00], [-6.90, -1.85, -0.56], [-8.39, -1.94, 0.39], [-7.10, -1.08, 2.38], [-5.70, -0.86, 1.34], [-8.42, 0.48, 0.95], [-7.04, 1.23, 1.75], [-7.25, 2.03, -0.54], [-7.15, 0.36, -1.18], [-3.03, 3.02, 0.73], [-0.77, 2.28, 0.14], [1.31, -1.27, -1.07], [3.63, -1.10, -1.65], [3.51, 0.65, -1.34], [2.99, 0.09, 1.09], [3.41, -1.59, 0.75], [6.28, 1.08, 1.63], [3.63, 2.21, 0.62], [4.89, 3.05, 1.51], [3.99, 1.75, 2.29], [6.52, 2.57, -0.30], [5.35, 1.63, -1.23], [8.03, 0.64, -0.16], [7.62, 0.92, -1.85], [7.46, -1.51, -1.21], [5.94, -0.84, -1.80], [5.43, -2.17, 0.13], [7.66, -0.71, 1.61], [7.61, -2.40, 1.13], [6.48, -1.79, 2.35], [-0.45, -1.18, -2.35], [-2.92, -1.39, -2.38]]
}



{
  "formula": "C19H22ClIrMgN2O2",
  "method": "the ωB97M-V functional and the def2-TZVPD basis",
  "lumo_energy_ev": [4.2, 4.2],
  "total_charge": -2,
  "spin_multiplicity": 5,
  "gap_ha": [0.084, 0.185],
  "elements": ["Ir", "Cl", "C", "C", "H", "H", "H", "H", "H", "H", "Mg", "C", "C", "H", "H", "H", "H", "H", "O", "C", "N", "C", "C", "O", "N", "C", "C", "C", "C", "C", "C", "C", "C", "C", "C", "C", "C", "H", "H", "H", "H", "H", "H", "H", "H", "H", "H", "H"],
  "xyz": [[0.55, 0.26, -2.77], [1.14, -1.30, -1.29], [2.27, 1.17, -3.02], [-0.41, -0.92, -4.02], [2.28, 1.57, -4.05], [2.39, 2.02, -2.32], [3.13, 0.50, -2.90], [-0.35, -0.46, -5.02], [-1.48, -1.02, -3.75], [0.03, -1.93, -4.07], [-0.01, 0.01, 0.06], [-1.54, -0.93, 1.07], [-0.64, 1.10, -1.56], [-2.49, -0.50, 0.73], [-1.52, -2.01, 0.90], [-1.39, -0.72, 2.15], [-1.68, 1.03, -1.86], [-0.28, 2.12, -1.35], [0.66, 3.03, 1.46], [0.85, 2.09, 2.17], [1.10, 2.15, 3.56], [1.11, 0.84, 4.12], [0.99, -0.01, 2.85], [0.94, -1.24, 2.82], [0.76, 0.77, 1.78], [2.39, 0.61, 4.93], [3.34, -0.37, 4.63], [4.46, -0.54, 5.46], [4.63, 0.26, 6.58], [3.70, 1.24, 6.89], [2.58, 1.42, 6.06], [-0.18, 0.56, 4.93], [-0.17, -0.09, 6.17], [-1.37, -0.35, 6.85], [-2.59, 0.02, 6.31], [-2.62, 0.67, 5.07], [-1.42, 0.93, 4.39], [1.13, 3.04, 4.04], [3.24, -1.03, 3.77], [5.19, -1.32, 5.23], [5.50, 0.11, 7.23], [3.83, 1.87, 7.77], [1.86, 2.19, 6.33], [0.75, -0.43, 6.64], [-1.34, -0.87, 7.82], [-3.52, -0.19, 6.83], [-3.57, 0.96, 4.64], [-1.50, 1.43, 3.42]]
}



{
  "formula": "C4H3NO",
  "method": "the ωB97M-V functional and the def2-TZVPD basis",
  "lumo_energy_ev": -1.4,
  "spin_multiplicity": 1,
  "gap_ha": 0.331,
  "elements": ["N", "C", "C", "C", "C", "O", "H", "H", "H"],
  "xyz": [[-2.60, -0.86, 0.14], [-1.66, -0.11, -0.08], [-0.54, 0.87, -0.18], [0.77, 0.58, 0.09], [1.11, -0.84, 0.11], [0.25, -1.70, -0.24], [-1.04, 1.82, -0.20], [1.55, 1.32, -0.06], [2.17, -1.09, 0.43]]
}



{
  "formula": "C7H9N3",
  "method": "the ωB97M-V functional and the def2-TZVPD basis",
  "lumo_energy_ev": 0.7,
  "spin_multiplicity": 1,
  "gap_ha": 0.350,
  "elements": ["C", "C", "C", "C", "N", "C", "C", "C", "N", "N", "H", "H", "H", "H", "H", "H", "H", "H", "H"],
  "xyz": [[1.47, 0.37, 1.28], [0.85, -0.12, -0.03], [1.53, 0.38, -1.36], [0.61, -1.60, -0.07], [-0.61, -1.89, -0.14], [-1.35, -0.75, -0.14], [-2.67, -0.37, -0.02], [-2.52, 1.02, 0.27], [-1.26, 1.41, 0.13], [-0.52, 0.31, -0.03], [1.46, 1.49, 1.28], [2.49, 0.00, 1.29], [0.97, -0.10, 2.10], [0.81, 0.03, -2.13], [2.61, -0.09, -1.27], [1.61, 1.51, -1.26], [1.33, -2.35, -0.23], [-3.54, -1.04, 0.06], [-3.30, 1.79, 0.28]]
}



{
  "formula": "C40H41Cl2ErN2O5S2Te",
  "method": "the ωB97M-V functional and the def2-TZVPD basis",
  "lumo_energy_ev": [-0.2, -0.2],
  "spin_multiplicity": 4,
  "gap_ha": [0.233, 0.233],
  "elements": ["Er", "O", "C", "C", "C", "C", "C", "C", "C", "O", "N", "N", "C", "C", "C", "C", "C", "C", "C", "O", "H", "H", "H", "H", "H", "H", "H", "H", "H", "H", "O", "S", "C", "C", "C", "C", "S", "O", "C", "C", "C", "C", "C", "C", "C", "C", "C", "C", "C", "C", "H", "H", "H", "H", "H", "H", "H", "H", "H", "H", "H", "H", "H", "H", "H", "H", "H", "H", "C", "C", "C", "C", "C", "C", "Te", "C", "C", "C", "H", "H", "H", "H", "H", "H", "H", "H", "H", "H", "H", "Cl", "C", "Cl", "H", "H"],
  "xyz": [[10.84, 14.35, 14.72], [7.05, 14.71, 10.76], [8.15, 14.84, 10.01], [8.13, 14.71, 8.61], [9.32, 14.79, 7.89], [10.55, 15.06, 8.52], [10.56, 15.25, 9.88], [9.39, 15.15, 10.64], [9.49, 15.26, 12.14], [10.61, 15.40, 12.72], [8.33, 15.17, 12.81], [8.52, 15.01, 14.15], [7.48, 15.01, 14.96], [7.55, 15.16, 16.37], [6.37, 15.05, 17.13], [6.34, 15.31, 18.49], [7.55, 15.55, 19.19], [8.75, 15.54, 18.50], [8.79, 15.33, 17.09], [9.93, 15.30, 16.46], [7.34, 14.86, 11.79], [7.17, 14.52, 8.09], [9.31, 14.63, 6.81], [11.47, 15.09, 7.95], [11.50, 15.45, 10.41], [6.47, 14.90, 14.54], [5.46, 14.73, 16.62], [5.38, 15.31, 19.01], [7.54, 15.76, 20.26], [9.72, 15.68, 18.99], [12.52, 15.01, 16.02], [13.28, 15.40, 17.31], [12.79, 14.33, 18.78], [11.74, 13.25, 18.55], [12.34, 11.97, 17.93], [11.29, 10.88, 17.71], [9.89, 11.32, 16.57], [10.31, 12.56, 15.74], [9.94, 9.85, 15.56], [8.89, 8.92, 15.70], [8.91, 7.75, 14.92], [9.97, 7.53, 14.04], [11.05, 8.41, 13.98], [11.04, 9.57, 14.76], [12.58, 16.96, 17.87], [12.89, 17.44, 19.16], [12.27, 18.60, 19.64], [11.35, 19.30, 18.81], [11.09, 18.83, 17.52], [11.74, 17.69, 17.03], [12.42, 15.08, 19.50], [13.73, 13.88, 19.13], [10.98, 13.62, 17.86], [11.25, 13.06, 19.53], [13.15, 11.54, 18.58], [12.83, 12.22, 16.96], [10.77, 10.62, 18.64], [11.76, 9.95, 17.31], [8.05, 9.13, 16.38], [8.07, 7.07, 15.03], [9.94, 6.65, 13.38], [11.86, 8.23, 13.29], [11.89, 10.25, 14.77], [13.62, 16.88, 19.77], [12.48, 18.96, 20.64], [10.88, 20.19, 19.19], [10.39, 19.37, 16.87], [11.55, 17.32, 16.02], [15.41, 15.45, 8.41], [14.74, 14.81, 9.59], [14.16, 13.54, 9.56], [13.65, 12.95, 10.71], [13.06, 11.54, 10.68], [13.68, 13.65, 11.93], [13.12, 12.57, 13.73], [14.14, 14.99, 11.95], [14.15, 15.81, 13.21], [14.66, 15.53, 10.79], [15.17, 14.87, 7.50], [16.51, 15.48, 8.55], [15.04, 16.48, 8.28], [14.18, 12.97, 8.62], [13.06, 11.17, 9.63], [12.02, 11.55, 11.04], [13.64, 10.82, 11.30], [13.12, 16.02, 13.56], [14.63, 16.79, 13.03], [14.71, 15.29, 14.02], [15.03, 16.56, 10.81], [9.82, 12.11, 12.77], [8.09, 11.67, 12.25], [8.17, 10.58, 10.87], [7.58, 12.58, 11.95], [7.61, 11.16, 13.09]]
}



{
  "formula": "C15H32BeN2O5P2",
  "method": "the ωB97M-V functional and the def2-TZVPD basis",
  "lumo_energy_ev": [0.1, 0.4],
  "spin_multiplicity": 1,
  "gap_ha": [0.283, 0.254],
  "elements": ["O", "H", "Be", "N", "N", "O", "O", "C", "C", "C", "C", "H", "H", "H", "H", "H", "H", "H", "H", "O", "H", "H", "C", "H", "H", "H", "O", "H", "H", "C", "P", "C", "C", "C", "C", "C", "C", "C", "P", "C", "C", "H", "H", "H", "H", "H", "H", "H", "H", "H", "H", "H", "H", "H", "H", "H", "H"],
  "xyz": [[2.22, 1.88, -3.09], [2.39, 2.20, -4.00], [-1.06, 1.66, -1.32], [-1.93, 2.48, -0.29], [-1.93, 0.23, -1.22], [-1.75, 3.86, -0.10], [-1.86, -1.14, -1.45], [-3.17, 2.02, -0.52], [-3.16, 0.65, -0.88], [-4.32, 2.91, -0.49], [-4.32, -0.25, -0.93], [-3.94, 3.93, -0.35], [-4.96, 2.60, 0.35], [-4.86, 2.83, -1.45], [-4.19, -1.16, -0.34], [-4.57, -0.56, -1.95], [-5.19, 0.27, -0.53], [-1.02, 4.12, -0.70], [-0.92, -1.42, -1.26], [-1.35, -0.70, 1.90], [-1.93, -0.42, 2.64], [-1.65, -0.20, 1.11], [0.69, 0.02, -3.23], [1.71, 0.23, -2.99], [0.14, 0.65, -3.94], [0.18, -0.91, -2.91], [-0.37, 2.45, -2.35], [1.29, 2.18, -2.83], [-0.93, 2.68, -3.11], [2.03, -3.54, -0.82], [0.77, -2.47, -0.01], [-0.34, -3.68, 0.78], [1.69, -1.89, 1.49], [2.28, -2.80, 2.37], [2.94, -2.33, 3.51], [3.02, -0.96, 3.78], [2.41, -0.05, 2.92], [1.76, -0.50, 1.77], [1.24, 0.68, 0.48], [0.90, 2.15, 1.49], [2.99, 1.07, -0.04], [1.56, -4.01, -1.68], [2.41, -4.30, -0.13], [2.85, -2.91, -1.16], [0.23, -4.50, 1.23], [-0.93, -3.17, 1.54], [-1.02, -4.08, 0.01], [2.22, -3.89, 2.17], [3.41, -3.05, 4.19], [3.55, -0.59, 4.67], [2.47, 1.01, 3.13], [1.83, 2.69, 1.74], [0.22, 2.82, 0.96], [0.40, 1.81, 2.40], [3.43, 1.88, 0.56], [3.59, 0.15, -0.03], [2.85, 1.41, -1.09]]
}



| no. | DFT total energy (Ha) |
| --- | --- |
| 1 | -1341.6693 |
| 2 | -1761.6900 |
| 3 | -284.1301 |
| 4 | -436.3400 |
| 5 | -5034.4679 |
| 6 | -1773.8002 |